Formula: C4H13N3
Source: OMol25
Level of theory: wB97M-V/def2-TZVPD

Calculated values
Net charge: +2
Lowest unoccupied orbital energy, eV: -8.1
Relative energy (zero: lowest compared OMol25 entry of this formula, charge and spin), kJ/mol: 565.9
2S+1: 1
Orbital gap, Eh: 0.386

Last column: Löwdin charge in e.
Geometry (Å):
N  -2.336  0.193  -0.346  0.04
N  -2.825  -1.036  0.273  0.07
N  0.048  -0.167  0.118  0.05
C  1.924  1.481  -0.284  0.02
C  2.412  -1.525  0.017  0.19
C  -1.016  0.749  0.376  -0.02
C  1.236  0.236  0.007  -0.07
H  -1.111  0.680  1.437  0.15
H  2.503  1.643  -1.187  0.14
H  0.019  -1.149  0.541  0.20
H  -3.115  0.864  -0.257  0.19
H  -2.074  0.076  -1.391  0.23
H  2.675  -1.649  1.056  0.06
H  -3.664  -0.904  0.910  0.16
H  -3.163  -1.703  -0.463  0.14
H  1.185  2.246  -0.341  0.08
H  2.683  1.660  0.439  0.12
H  1.676  -2.151  -0.451  0.04
H  3.166  -1.305  -0.722  0.06
H  -0.793  1.765  0.080  0.15



Formula: C4H13N3O
Source: OMol25
Level of theory: wB97M-V/def2-TZVPD

Calculated values
Lowest unoccupied orbital energy, eV: 0.8
Relative energy (zero: lowest compared OMol25 entry of this formula, charge and spin), kJ/mol: 209.0
2S+1: 1
Orbital gap, Eh: 0.280

Last column: Löwdin charge in e.
Geometry (Å):
O  -0.331  -1.936  -0.551  -0.07
N  0.017  0.733  -1.401  0.02
N  1.670  -0.627  0.649  0.00
N  -2.191  -1.384  0.619  0.13
C  2.852  0.009  0.046  -0.09
C  -1.080  -1.011  -0.134  -0.55
C  -1.735  1.412  0.282  -0.11
C  -0.727  0.381  -0.187  -0.43
H  3.689  -0.689  -0.021  0.08
H  0.657  0.034  0.576  0.14
H  -2.104  1.196  1.288  0.06
H  1.854  -1.009  1.572  0.13
H  0.267  1.714  -1.380  0.06
H  2.561  0.340  -0.947  0.07
H  -2.985  -0.766  0.657  0.07
H  -2.609  1.499  -0.384  0.07
H  -1.278  2.405  0.320  0.06
H  1.252  -1.383  0.053  0.10
H  3.151  0.873  0.641  0.08
H  -0.526  0.577  -2.248  0.07
H  -2.405  -2.367  0.550  0.09



Formula: C4H13N3O
Source: OMol25
Level of theory: wB97M-V/def2-TZVPD

Calculated values
Lowest unoccupied orbital energy, eV: 0.8
Relative energy (zero: lowest compared OMol25 entry of this formula, charge and spin), kJ/mol: 372.6
2S+1: 1
Orbital gap, Eh: 0.304

Last column: Löwdin charge in e.
Geometry (Å):
O  -1.604  -1.282  1.619  -0.08
N  1.322  1.053  -1.134  0.08
N  -1.370  -0.999  -0.765  0.03
N  -1.000  1.990  -0.311  -0.09
C  -1.207  1.192  0.785  -0.24
C  -0.890  -0.675  0.545  -0.40
C  1.825  0.421  -0.129  -0.24
C  2.482  -0.912  -0.187  -0.08
H  -1.749  1.854  -0.985  0.03
H  -2.212  -0.476  -0.988  0.06
H  2.063  -1.516  -0.995  0.09
H  0.099  -1.112  0.671  0.08
H  -0.543  1.411  1.618  0.08
H  2.304  -1.461  0.733  0.07
H  0.076  1.591  -0.916  0.08
H  1.827  0.945  0.816  0.12
H  -2.478  -0.878  1.688  0.07
H  -2.250  1.098  1.099  0.08
H  3.569  -0.792  -0.279  0.09
H  -1.577  -1.986  -0.877  0.07
H  1.312  0.533  -2.007  0.09



Formula: C4H13N3O
Source: OMol25
Level of theory: wB97M-V/def2-TZVPD

Calculated values
Lowest unoccupied orbital energy, eV: -0.5
Relative energy (zero: lowest compared OMol25 entry of this formula, charge and spin), kJ/mol: 778.0
2S+1: 1
Orbital gap, Eh: 0.274

Last column: Löwdin charge in e.
Geometry (Å):
O  -0.816  2.164  0.233  -0.17
N  -1.556  -0.099  -0.802  -0.09
N  -2.035  2.105  -0.722  -0.04
N  -2.255  0.972  -1.112  -0.20
C  1.435  -1.336  -1.459  -0.13
C  0.661  -0.104  1.533  0.02
C  1.256  -0.043  -0.682  -0.21
C  -0.699  -0.442  1.862  -0.14
H  2.218  -1.221  -2.213  0.07
H  0.507  -1.607  -1.963  0.06
H  0.981  0.803  -1.320  0.09
H  -1.980  -0.900  -1.256  0.05
H  0.136  -0.061  -0.274  0.05
H  0.967  0.927  1.623  0.08
H  1.423  -0.869  1.586  0.09
H  1.720  -2.163  -0.805  0.07
H  -1.176  0.326  2.469  0.09
H  -0.804  3.112  0.393  0.05
H  2.165  0.264  -0.174  0.08
H  -0.832  -1.450  2.247  0.08
H  -1.316  -0.378  0.836  0.09



Formula: C4H13N3O
Source: OMol25
Level of theory: wB97M-V/def2-TZVPD

Calculated values
SMILES: C=NNC.C=N.CO
Lowest unoccupied orbital energy, eV: 0.6
Relative energy (zero: lowest compared OMol25 entry of this formula, charge and spin), kJ/mol: 553.2
2S+1: 1
Orbital gap, Eh: 0.339

Last column: Löwdin charge in e.
Geometry (Å):
O  0.403  1.763  -0.468  -0.27
N  -1.754  0.837  -0.482  0.06
N  -0.538  -1.788  0.625  -0.09
N  0.768  -2.094  0.588  -0.14
C  -1.409  -2.685  0.854  -0.06
C  1.695  -1.009  0.845  -0.09
C  0.832  3.032  -0.054  -0.18
C  -1.472  0.635  -1.747  -0.19
H  -1.161  -3.731  1.046  0.06
H  0.057  3.800  -0.173  0.08
H  -0.162  1.587  -1.485  0.15
H  -1.325  0.126  0.120  0.01
H  2.672  -1.282  0.447  0.08
H  1.346  -0.124  0.314  0.05
H  -1.030  -0.308  -2.080  0.07
H  1.100  2.968  1.004  0.08
H  1.741  3.332  -0.593  0.07
H  1.032  -3.000  0.974  0.12
H  1.781  -0.768  1.911  0.08
H  -2.449  -2.398  0.828  0.05
H  -2.127  1.107  -2.475  0.07



Formula: C4H13N3O
Source: OMol25
Level of theory: wB97M-V/def2-TZVPD

Calculated values
SMILES: CC=C(N)N.CNO
Lowest unoccupied orbital energy, eV: 0.9
Relative energy (zero: lowest compared OMol25 entry of this formula, charge and spin), kJ/mol: 309.7
2S+1: 1
Orbital gap, Eh: 0.300

Last column: Löwdin charge in e.
Geometry (Å):
O  1.993  -1.259  0.448  -0.14
N  -2.240  0.419  -2.007  0.08
N  -0.160  -0.364  -1.300  0.09
N  2.746  -0.024  0.773  -0.12
C  2.068  1.157  0.295  -0.13
C  -1.913  0.009  0.332  -0.15
C  -1.149  -0.345  1.570  -0.11
C  -1.462  -0.028  -0.928  -0.47
H  1.271  1.519  0.944  0.07
H  -0.095  -0.791  -2.214  0.09
H  -0.872  0.553  2.128  0.06
H  -1.768  -0.956  2.229  0.07
H  2.571  -1.723  -0.172  0.09
H  -2.914  0.390  0.496  0.09
H  -0.242  -0.901  1.348  0.04
H  -2.144  -0.135  -2.847  0.08
H  2.763  -0.034  1.791  0.10
H  2.825  1.937  0.163  0.08
H  -3.208  0.569  -1.766  0.08
H  1.583  0.915  -0.677  0.07
H  0.346  -0.906  -0.605  0.04



Formula: C4H13N3O
Source: OMol25
Level of theory: wB97M-V/def2-TZVPD

Calculated values
SMILES: NC(N)=O.CCNC
Lowest unoccupied orbital energy, eV: 0.9
Relative energy (zero: lowest compared OMol25 entry of this formula, charge and spin), kJ/mol: 23.0
2S+1: 1
Orbital gap, Eh: 0.373

Last column: Löwdin charge in e.
Geometry (Å):
O  2.226  -1.412  1.374  0.02
N  0.310  -0.261  1.729  0.15
N  0.139  0.560  -1.067  -0.18
N  1.148  -1.696  3.371  0.11
C  -1.860  -0.536  -1.906  -0.10
C  0.880  1.788  -0.789  -0.13
C  -1.195  0.792  -1.613  -0.30
C  1.273  -1.140  2.084  -0.69
H  0.286  2.386  -0.097  0.08
H  -1.105  1.346  -2.560  0.11
H  -1.785  -1.194  -1.040  0.07
H  -1.744  1.414  -0.906  0.11
H  0.676  -0.028  -1.674  0.11
H  -2.863  -0.447  -2.318  0.07
H  -1.301  -1.047  -2.702  0.07
H  0.239  -0.052  0.717  0.06
H  1.896  -2.373  3.458  0.09
H  1.053  2.381  -1.696  0.08
H  1.837  1.565  -0.323  0.08
H  0.243  -2.116  3.555  0.08
H  -0.354  0.069  2.401  0.09



Formula: C4H13N3O
Source: OMol25
Level of theory: wB97M-V/def2-TZVPD

Calculated values
SMILES: COC(C)(C)N(N)N
Lowest unoccupied orbital energy, eV: 0.9
Relative energy (zero: lowest compared OMol25 entry of this formula, charge and spin), kJ/mol: 439.0
2S+1: 1
Orbital gap, Eh: 0.280

Last column: Löwdin charge in e.
Geometry (Å):
O  1.138  0.963  0.287  -0.13
N  -1.204  -1.722  0.141  0.04
N  -0.722  -0.475  0.553  -0.31
N  -0.643  -0.404  1.950  0.05
C  -0.997  1.727  -0.455  -0.02
C  -0.042  0.528  -0.345  -0.60
C  1.998  -0.303  0.737  0.00
C  0.215  -0.036  -1.756  -0.03
H  0.813  0.683  -2.324  0.09
H  -0.716  -0.231  -2.297  0.08
H  -1.346  -1.824  -0.860  0.07
H  0.776  -0.975  -1.734  0.07
H  -1.140  2.209  0.517  0.08
H  2.070  -0.177  1.814  0.07
H  2.971  -0.096  0.291  0.07
H  -1.973  1.430  -0.856  0.09
H  -1.584  -0.518  2.326  0.08
H  1.814  -1.339  0.455  0.07
H  -0.545  -2.439  0.437  0.06
H  -0.316  0.518  2.240  0.08
H  -0.566  2.481  -1.122  0.08



Formula: C4H13N3O
Source: OMol25
Level of theory: wB97M-V/def2-TZVPD

Calculated values
SMILES: [H]/N=C(\N)NCCC.O
Lowest unoccupied orbital energy, eV: 0.8
Relative energy (zero: lowest compared OMol25 entry of this formula, charge and spin), kJ/mol: 308.8
2S+1: 1
Orbital gap, Eh: 0.342

Last column: Löwdin charge in e.
Geometry (Å):
O  -0.801  -2.255  2.404  -0.06
N  0.146  -0.732  -0.353  -0.03
N  -1.449  -1.062  -2.222  0.11
N  -1.829  0.503  -0.404  0.08
C  -1.077  -0.438  -1.008  -0.49
C  0.961  1.391  0.669  -0.24
C  2.061  1.677  -0.440  -0.16
C  0.350  -0.106  0.956  -0.24
H  -1.015  -3.118  2.071  0.03
H  -2.720  0.465  -0.820  -0.01
H  2.996  2.034  0.047  0.04
H  1.055  -0.892  1.347  0.11
H  1.267  1.982  1.706  0.14
H  -0.609  0.150  1.526  0.11
H  -2.216  -0.480  -2.534  0.09
H  1.688  2.342  -1.358  0.10
H  0.986  -0.648  -1.069  0.15
H  -1.593  -1.899  2.866  0.06
H  -0.743  -1.555  -2.723  0.08
H  0.016  1.907  0.387  0.06
H  2.525  0.734  -1.048  0.08



Formula: C4H13N3O
Source: OMol25
Level of theory: wB97M-V/def2-TZVPD

Calculated values
Lowest unoccupied orbital energy, eV: 0.6
Relative energy (zero: lowest compared OMol25 entry of this formula, charge and spin), kJ/mol: 296.5
2S+1: 1
Orbital gap, Eh: 0.276

Last column: Löwdin charge in e.
Geometry (Å):
O  -1.440  0.280  -1.309  -0.35
N  2.252  0.144  -0.395  -0.01
N  0.797  1.451  -1.643  0.17
N  -0.908  -0.719  1.457  -0.02
C  -1.908  0.315  1.062  -0.28
C  -2.384  0.076  -0.369  -0.46
C  1.049  0.454  -0.854  -0.18
C  2.574  -1.145  0.178  -0.06
H  -2.783  -0.955  -0.389  0.09
H  -1.311  -1.619  1.208  0.07
H  -3.258  0.744  -0.505  0.09
H  3.223  -0.994  1.044  0.09
H  1.461  2.126  -1.973  0.12
H  3.117  -1.749  -0.557  0.09
H  0.074  -0.045  -0.584  0.10
H  2.954  0.868  -0.369  0.14
H  1.665  -1.628  0.485  0.07
H  -0.782  -0.670  2.455  0.05
H  -2.768  0.289  1.739  0.09
H  -1.414  1.287  1.156  0.10
H  -0.212  1.489  -1.838  0.10